Model A:
The following is a DFT calculation (the ωB97M-V functional and the def2-TZVPD basis) of a 15-piece molecular cluster, C15H60N30O15 overall.

Output
Kohn-Sham gap	8.3	eV
HOMO	-0.315	Ha

```
! RIJCOSX wB97M-V def2-TZVPD def2/J DEFGRID3
* xyz 0 1
C 7.51 -14.52 -3.41
O 7.79 -14.95 -4.46
N 6.72 -15.07 -2.62
N 7.99 -13.38 -3.00
H 6.25 -15.85 -3.06
H 6.61 -14.94 -1.62
H 7.78 -13.24 -2.03
H 8.68 -12.86 -3.53
C 11.25 -7.06 -7.66
O 10.96 -8.15 -7.25
N 11.35 -6.76 -8.84
N 11.39 -5.98 -6.92
H 10.90 -7.27 -9.59
H 11.21 -5.76 -8.86
H 11.46 -6.20 -5.93
H 11.72 -5.10 -7.29
C 11.28 -7.46 -4.02
O 10.45 -6.57 -4.31
N 12.50 -7.14 -3.53
N 11.24 -8.73 -4.35
H 13.12 -7.89 -3.26
H 12.61 -6.20 -3.18
H 11.96 -9.34 -3.98
H 10.33 -9.11 -4.58
C 9.10 -13.76 -12.22
O 8.65 -13.58 -13.27
N 9.02 -14.89 -11.59
N 9.81 -12.82 -11.61
H 9.22 -14.85 -10.60
H 8.38 -15.59 -11.93
H 9.93 -11.95 -12.11
H 9.77 -12.87 -10.60
C 8.20 -10.14 -3.98
O 9.00 -10.93 -4.39
N 6.93 -10.26 -4.33
N 8.40 -9.02 -3.23
H 6.62 -11.10 -4.79
H 6.48 -9.36 -4.32
H 9.37 -8.89 -3.00
H 7.75 -8.25 -3.24
C 11.95 -10.27 -10.67
O 10.78 -9.92 -10.53
N 12.28 -11.29 -11.36
N 12.91 -9.69 -10.11
H 13.24 -11.37 -11.65
H 11.56 -11.94 -11.64
H 13.87 -9.91 -10.33
H 12.61 -8.98 -9.46
C 13.96 -9.69 -6.43
O 14.39 -8.57 -6.24
N 14.80 -10.73 -6.30
N 12.91 -10.02 -7.09
H 15.75 -10.53 -6.01
H 14.30 -11.60 -6.18
H 12.93 -10.96 -7.47
H 12.18 -9.35 -7.29
C 13.16 -13.58 -5.01
O 13.66 -13.15 -6.09
N 12.13 -14.30 -4.79
N 13.64 -13.27 -3.85
H 11.81 -14.26 -3.84
H 11.67 -14.61 -5.64
H 14.52 -12.81 -3.69
H 13.47 -14.03 -3.21
C 7.12 -15.81 -7.94
O 6.75 -15.68 -9.08
N 8.10 -16.58 -7.49
N 6.45 -15.29 -6.98
H 8.32 -16.59 -6.51
H 8.66 -17.05 -8.19
H 6.66 -15.58 -6.04
H 5.72 -14.61 -7.16
C 7.49 -10.34 -10.00
O 6.27 -10.45 -9.89
N 8.32 -9.89 -9.16
N 7.99 -10.43 -11.21
H 9.28 -9.77 -9.46
H 7.72 -9.42 -8.51
H 8.91 -10.04 -11.39
H 7.39 -10.68 -11.98
C 10.08 -12.70 -7.50
O 10.12 -13.44 -8.48
N 9.55 -13.02 -6.28
N 10.09 -11.42 -7.60
H 9.15 -13.92 -6.04
H 9.44 -12.26 -5.62
H 9.90 -11.10 -8.53
H 9.85 -10.76 -6.87
C 11.61 -17.03 -8.50
O 11.02 -17.22 -7.40
N 12.67 -17.72 -8.85
N 11.32 -15.98 -9.29
H 12.86 -18.26 -8.02
H 12.93 -17.82 -9.82
H 11.75 -15.88 -10.20
H 10.72 -15.31 -8.85
C 10.68 -10.60 -1.10
O 9.68 -10.94 -0.51
N 11.05 -10.91 -2.35
N 11.43 -9.72 -0.70
H 12.02 -10.72 -2.56
H 10.37 -11.14 -3.05
H 11.20 -9.23 0.15
H 12.34 -9.60 -1.13
C 5.50 -12.20 -6.90
O 5.43 -12.51 -5.72
N 6.62 -12.21 -7.47
N 4.56 -11.83 -7.68
H 6.76 -11.74 -8.36
H 7.39 -12.58 -6.92
H 4.86 -11.52 -8.60
H 3.68 -11.52 -7.29
C 9.68 -17.68 -3.45
O 8.78 -18.04 -2.70
N 10.65 -18.54 -3.55
N 9.72 -16.81 -4.45
H 11.29 -18.49 -4.33
H 10.67 -19.33 -2.92
H 10.58 -16.83 -4.99
H 9.01 -16.11 -4.61
*
```

Mulliken atomic charge list, values in e, 4 entries: atom 1 (C): 0.516, atom 2 (O): -0.732, atom 3 (N): -0.356, atom 4 (N): -0.028

---

Model B:
The following is a DFT calculation (the ωB97M-V functional and the def2-TZVPD basis) of a 15-piece molecular cluster, C15H60N30O15 overall.

Output
Kohn-Sham gap	7.2	eV
HOMO	-0.299	Ha

```
! RIJCOSX wB97M-V def2-TZVPD def2/J DEFGRID3
* xyz 0 1
C 5.08 0.17 0.71
O 4.01 0.62 0.83
N 6.24 0.59 1.20
N 5.27 -0.82 -0.01
H 6.33 1.24 1.97
H 7.00 -0.06 1.02
H 6.21 -1.17 -0.15
H 4.46 -1.33 -0.32
C 0.06 0.16 0.01
O 1.20 0.18 0.38
N -0.24 0.29 -1.29
N -0.93 0.03 0.87
H -1.17 0.14 -1.63
H 0.62 0.37 -1.81
H -0.74 -0.29 1.81
H -1.87 0.20 0.56
C -1.60 -3.90 0.61
O -2.66 -4.56 0.49
N -0.61 -4.30 1.32
N -1.27 -2.76 -0.07
H -0.75 -5.18 1.79
H 0.18 -3.73 1.58
H -0.37 -2.31 0.01
H -1.95 -2.35 -0.70
C -3.18 3.71 2.56
O -3.55 3.53 3.74
N -2.71 4.89 2.30
N -3.21 2.87 1.51
H -2.67 5.18 1.34
H -2.36 5.46 3.07
H -3.53 1.93 1.70
H -2.87 3.07 0.58
C 0.77 1.56 -5.63
O 0.39 2.66 -6.08
N 1.02 0.52 -6.43
N 1.12 1.27 -4.43
H 1.66 -0.12 -5.98
H 0.36 0.36 -7.18
H 1.12 1.99 -3.73
H 1.42 0.33 -4.18
C -4.13 -0.97 1.70
O -3.78 0.22 1.65
N -3.73 -1.85 2.60
N -5.26 -1.42 1.14
H -4.27 -2.69 2.76
H -2.79 -1.65 2.91
H -5.56 -2.38 1.16
H -5.92 -0.78 0.70
C -3.67 -0.69 -2.13
O -3.16 -1.68 -1.73
N -3.87 -0.37 -3.37
N -3.98 0.30 -1.35
H -3.42 -0.97 -4.05
H -4.20 0.51 -3.72
H -4.10 1.25 -1.69
H -3.93 0.16 -0.35
C 2.82 -0.26 4.19
O 2.69 -0.95 5.19
N 2.64 0.99 4.07
N 2.99 -0.79 3.01
H 2.61 1.26 3.10
H 1.99 1.38 4.74
H 2.82 -1.78 2.91
H 2.99 -0.23 2.17
C 1.44 2.85 -1.44
O 1.07 3.22 -2.57
N 0.80 3.25 -0.37
N 2.57 2.26 -1.25
H 1.23 3.11 0.54
H 0.00 3.86 -0.43
H 2.59 1.65 -0.44
H 3.13 1.93 -2.02
C 3.87 -0.70 -3.72
O 2.67 -0.74 -3.43
N 4.69 -1.76 -3.75
N 4.55 0.35 -4.05
H 4.29 -2.64 -3.50
H 5.67 -1.49 -3.72
H 5.51 0.19 -4.31
H 4.08 1.25 -4.07
C -0.80 -1.79 4.29
O -1.18 -0.80 3.72
N -1.33 -2.93 4.08
N 0.18 -1.91 5.12
H -2.04 -3.02 3.38
H -1.08 -3.78 4.55
H 0.97 -1.29 5.24
H 0.38 -2.82 5.52
C -0.86 -2.55 -4.03
O -1.90 -2.73 -4.60
N -0.14 -1.49 -4.00
N -0.21 -3.39 -3.33
H -0.66 -0.65 -4.22
H 0.80 -1.34 -3.66
H -0.41 -4.37 -3.45
H 0.78 -3.21 -3.31
C -0.85 2.23 5.88
O -0.52 1.51 6.79
N -1.29 3.49 6.02
N -1.10 1.82 4.71
H -1.88 3.94 5.34
H -1.21 3.83 6.97
H -0.86 0.87 4.45
H -1.84 2.24 4.18
C -2.93 3.99 -1.76
O -2.47 4.56 -0.81
N -3.84 4.52 -2.54
N -2.56 2.83 -2.31
H -4.07 3.87 -3.28
H -4.30 5.42 -2.49
H -3.10 2.51 -3.10
H -1.56 2.66 -2.24
C 2.61 -3.19 0.52
O 2.21 -3.18 1.68
N 2.53 -2.24 -0.37
N 3.05 -4.23 -0.15
H 2.57 -2.41 -1.37
H 2.23 -1.31 -0.12
H 3.07 -5.11 0.35
H 3.38 -4.16 -1.10
*
```

Mulliken atomic charge list, values in e, 4 entries: atom 1 (C): 0.731, atom 2 (O): -0.710, atom 3 (N): -0.482, atom 4 (N): -0.180

---

Stability verdict: model B, ahead by 191.6 kJ/mol